Record 1
10
Properties=species:S:1:pos:R:3:forces:R:3:nbo_charge:R:1 method="wB97M-V/def2-TZVPD" charge=0 lumo_energy_ev=0.6 relative_energy_kj_mol=159.3
C 1.12655 0.28942 -0.90606 -0.5 -1.1 1.6 0.367
C -0.81928 0.55215 0.21177 -3.2 -2.5 -2.0 -0.108
C -0.43233 -0.91332 0.54717 5.1 4.2 -0.8 -0.086
N 1.30403 -0.73764 -0.19452 -2.8 -0.3 0.8 -0.453
O -0.03067 0.98052 -0.93561 -1.0 0.1 0.6 -0.505
Cl -0.18863 -1.28185 2.20052 -0.3 -0.2 0.2 0.045
Br 2.48225 1.08165 -1.85804 0.6 0.4 -0.7 0.122
H -2.03238 0.55361 -0.08787 3.5 0.5 0.8 0.216
H -0.58375 1.11138 1.06170 0.1 1.4 1.1 0.202
H -0.82579 -1.63593 -0.03905 -1.3 -2.4 -1.4 0.200

=====

Record 2
10
Properties=species:S:1:pos:R:3:forces:R:3:nbo_charge:R:1 method="wB97M-V/def2-TZVPD" charge=0 lumo_energy_ev=0.7 smiles="CO/C(F)=C(/F)Br" relative_energy_kj_mol=215.2
C 1.45848 0.71136 0.14150 -0.6 2.7 1.1 -0.250
O 0.20147 0.56342 -0.47189 -0.3 -1.7 -1.4 -0.494
C -0.39772 -0.66183 -0.33651 -2.8 1.1 1.9 0.547
F 0.37929 -1.71544 -0.03216 -0.3 0.3 -0.8 -0.310
C -1.78103 -0.65762 -0.07021 4.4 2.5 -1.4 0.179
F -2.57561 -1.66205 -0.09831 -1.0 -1.5 0.2 -0.281
Br -2.51775 1.10688 -0.19396 -0.6 -0.7 0.1 0.042
H 2.32863 0.71810 -0.48599 0.0 0.1 -0.8 0.190
H 1.52503 -0.07102 0.79776 0.8 -1.8 1.9 0.184
H 1.37921 1.66820 0.74977 0.4 -1.0 -0.9 0.192

=====

Record 3
12
Properties=species:S:1:pos:R:3:forces:R:3:nbo_charge:R:1 method="wB97M-V/def2-TZVPD" charge=0 lumo_energy_ev="-0.5 / 0.0" relative_energy_kj_mol=0.0
C -1.94318 -0.18545 0.24179 -0.3 -0.4 0.3 -0.264
C 0.11586 0.95646 0.44742 1.7 -1.5 -1.3 0.556
C 1.78326 -0.57315 -0.83240 -1.7 1.2 0.8 0.469
O -1.04799 0.84733 -0.16036 0.2 0.5 0.2 -0.512
F 0.24391 0.39856 1.65029 -0.5 0.2 0.0 -0.329
F 2.42185 0.17166 -1.72812 0.1 -0.2 0.1 -0.342
F 0.98670 -1.43365 -1.48805 0.3 0.1 0.1 -0.357
Br 0.92886 2.64295 0.28764 0.0 0.2 0.1 0.092
I 3.04262 -1.51329 0.59467 0.1 0.0 -0.1 0.080
H -1.40564 -1.09878 0.50349 0.0 0.1 -0.1 0.201
H -2.59056 -0.36360 -0.61472 0.1 0.0 0.1 0.210
H -2.53571 0.15097 1.09835 0.1 -0.1 -0.1 0.195